No. 1
15
Properties=species:S:1:pos:R:3 method="wB97M-V/def2-TZVPD" total_charge=0 e_lumo_ev="-0.08 / 0.05" multiplicity=1 orbital_gap_ev="7.19 / 7.62"
S 0.09 -0.20 -1.47
O -0.53 -0.63 -2.74
O -1.30 0.98 -0.59
C 0.34 -1.54 0.91
C 0.24 2.64 -0.09
C -0.34 -1.65 -0.39
C -1.07 2.09 -0.16
H -1.49 -1.62 -0.40
H 0.84 1.81 -0.43
H -0.42 -1.76 1.75
H 0.36 3.60 -0.70
H 1.30 -2.31 1.04
H 0.51 -0.49 1.12
H 0.52 2.77 0.93
H 0.07 -2.46 -1.06

No. 2
90
Properties=species:S:1:pos:R:3 method="wB97M-V/def2-TZVPD" total_charge=0 e_lumo_ev=-1.12 smiles="C#Cc1c(CCC)c2c(c(C(F)(F)C(F)(F)F)c1CCC(F)(F)C(F)(F)C(F)(F)C(F)(F)C(F)(F)C(F)(F)F)C(=O)N(CCC(N)=O)C2=O.COCCOCCOC" multiplicity=1 orbital_gap_ev=8.02
F 3.46 -1.72 -6.82
F 0.53 -0.75 -1.51
F 2.67 -1.82 -0.99
F -0.58 4.26 2.42
F 3.87 0.00 -0.58
F -0.16 1.04 0.15
F 1.28 1.17 -2.34
F 0.18 3.80 -0.19
F 0.27 2.19 2.71
F 2.90 2.64 -0.60
F 1.56 3.97 3.08
F 2.80 1.96 1.50
F 4.20 0.16 -5.74
F 3.29 0.26 -7.72
F 1.70 0.96 -5.09
F 2.01 4.57 0.75
F 1.56 -0.05 1.01
F 0.99 0.18 -7.02
O -3.15 -3.94 -5.39
O -0.92 3.58 6.47
O -4.53 2.33 -4.79
O -0.91 3.20 9.65
O 0.42 1.17 7.79
O -1.45 -0.85 -7.43
N -2.62 -1.60 -5.61
N -3.36 1.84 -2.90
C 3.22 -0.40 -6.50
C 0.54 3.44 2.24
C -4.25 -0.06 -4.52
C -4.05 1.46 -4.09
C 2.42 -4.73 -1.47
C -2.80 -0.74 -4.40
C -2.41 -3.01 -5.26
C 1.22 -3.37 -3.48
C 1.90 -2.21 -4.11
C 1.92 -4.28 -2.47
C -1.03 2.22 6.08
C -1.36 -1.31 -6.33
C 2.03 2.23 0.37
C -0.93 -2.96 -4.73
C -2.25 -5.79 -1.09
C 3.36 -1.89 -3.70
C -0.90 -4.99 -3.10
C 0.38 2.62 9.80
C -0.27 4.38 5.49
C 0.99 2.30 8.44
C -0.91 1.31 7.29
C 1.74 -0.18 -5.90
C -2.05 -4.57 -2.09
C -0.19 -3.77 -3.77
C 1.14 3.49 0.77
C 3.55 -0.52 -2.90
C 1.52 0.24 -1.35
C 1.16 -1.40 -5.14
C 1.22 0.91 0.05
C -0.21 -1.81 -5.41
C -1.80 2.84 10.69
C 2.90 -0.52 -1.47
H 3.29 0.39 -3.49
H 0.98 3.17 7.78
H -2.74 2.63 -3.04
H -2.02 2.09 5.63
H -1.83 1.76 10.82
H -3.00 -4.50 -2.70
H -1.41 -5.57 -3.93
H -2.80 3.19 10.42
H 4.67 -0.45 -2.72
H -2.08 -6.72 -1.71
H -1.20 0.30 6.98
H -1.86 -3.60 -1.56
H -1.50 3.33 11.63
H -4.94 -0.52 -3.77
H -1.49 -5.81 -0.26
H 3.76 -2.68 -3.01
H -2.86 1.06 -2.46
H -2.70 -1.35 -3.45
H -3.30 -5.87 -0.70
H 0.70 3.95 5.22
H -0.10 5.36 5.93
H -0.19 -5.71 -2.62
H 2.04 2.05 8.60
H 4.09 -1.89 -4.56
H -4.64 -0.05 -5.57
H 2.77 -5.15 -0.50
H 0.33 1.69 10.38
H 1.01 3.34 10.32
H -1.60 1.59 8.09
H -0.90 4.49 4.61
H -0.26 1.95 5.35
H -2.01 0.08 -4.45

No. 3
102
Properties=species:S:1:pos:R:3 method="wB97M-V/def2-TZVPD" total_charge=+3 e_lumo_ev=-9.12 multiplicity=1 orbital_gap_ev=6.48
Zr -1.32 -0.14 0.59
Cl -0.56 2.19 4.04
P -2.81 0.91 -1.31
O -3.25 -2.60 -0.80
O -4.32 -1.38 0.81
O -2.64 0.19 2.31
O 3.93 0.84 -0.06
N 0.72 -1.03 0.75
N 2.37 -2.52 0.56
N 2.86 -1.32 0.94
N -1.28 2.21 0.76
C -1.18 0.33 -1.90
C -4.76 -0.04 -4.72
C 1.09 -2.33 0.45
C -1.07 -1.03 -2.25
C 1.12 1.85 3.66
C -1.37 -1.63 3.15
C -6.46 -2.69 0.78
C 6.56 0.66 -1.39
C -1.64 4.53 -0.03
C 0.00 1.10 -1.80
C -7.07 -3.77 0.14
C 1.88 -0.44 1.06
C -3.06 4.95 -1.93
C 5.89 -0.51 -0.66
C -1.87 3.18 -0.18
C -3.78 0.36 -3.83
C -3.28 3.59 -2.08
C 6.99 -1.45 -0.16
C 4.99 0.03 0.50
C 3.81 1.35 3.14
C -4.05 0.36 -2.46
C -4.53 -3.13 -0.61
C -2.60 -0.81 3.40
C -2.67 2.69 -1.21
C 4.29 -1.15 1.23
C 5.79 0.91 1.48
C -6.02 -0.42 -4.25
C 0.18 -1.57 -2.56
C -6.29 -0.40 -2.89
C -6.41 -4.50 -0.84
C 1.74 0.77 4.27
C 5.02 -1.27 -1.67
C -5.32 -0.01 -1.99
C -5.11 -4.20 -1.24
C -5.17 -2.40 0.37
C 5.28 1.07 2.93
C 1.23 0.54 -2.10
C 1.82 2.70 2.81
C 3.08 0.54 4.00
C -2.24 5.42 -0.91
C 1.33 -0.79 -2.49
C 3.17 2.44 2.56
B -3.17 -1.53 0.05
H -6.92 -5.34 -1.31
H -4.60 -4.77 -2.00
H -2.08 6.48 -0.79
H -0.46 -1.02 3.17
H -3.54 5.65 -2.60
H 7.67 -0.97 0.53
H 5.64 -1.63 -2.49
H 2.03 0.59 1.35
H 4.25 -0.62 -2.09
H -4.56 -0.05 -5.78
H -1.45 -2.18 2.19
H -6.96 -2.12 1.54
H -2.80 0.65 -4.20
H -7.27 -0.68 -2.53
H 4.37 -1.05 2.31
H 5.87 1.89 1.01
H 5.54 0.19 3.51
H 5.85 1.37 -1.82
H -1.95 -1.63 -2.37
H -0.05 2.16 -1.58
H -2.57 -0.27 4.34
H 3.72 3.12 1.92
H -0.30 2.47 0.93
H -1.25 -2.40 3.91
H -3.92 3.22 -2.88
H 4.73 -2.10 0.97
H 1.36 3.60 2.42
H 6.81 0.54 1.56
H 7.15 0.27 -2.23
H 2.29 -1.22 -2.74
H 5.86 1.89 3.37
H -3.51 -1.40 3.32
H -6.78 -0.72 -4.95
H 3.57 -0.29 4.50
H -3.56 0.44 2.14
H 4.37 1.55 -0.54
H 4.54 -2.15 -1.23
H 7.25 1.21 -0.75
H 6.60 -2.36 0.32
H 2.13 1.15 -2.05
H 0.24 -2.60 -2.89
H -1.02 4.90 0.78
H 0.40 -3.10 0.15
H -5.54 0.03 -0.93
H -8.07 -4.04 0.42
H 7.58 -1.78 -1.01
H -1.70 2.35 1.68
H 1.19 0.16 4.97

No. 4
192
Properties=species:S:1:pos:R:3 method="wB97M-V/def2-TZVPD" total_charge=+5 e_lumo_ev=-9.95 multiplicity=1 orbital_gap_ev=4.44
Zr 0.75 -0.83 -1.39
O 2.48 -2.26 -1.14
O 0.43 -0.36 3.01
O 0.23 1.22 -1.96
O 4.56 -2.76 -0.64
O 1.43 -2.30 2.31
O 4.19 1.95 -0.45
O 3.04 -4.25 -1.48
O 1.07 2.98 -2.81
O 2.56 0.45 -0.84
O -1.96 -3.99 -0.74
O 0.83 -1.78 -5.41
O -1.56 -0.52 -0.85
O 0.79 -0.78 0.86
O 0.00 -4.93 -0.47
O 4.70 -0.12 -0.97
O -0.36 -1.48 -3.45
O -3.42 -1.54 -0.04
O -0.79 3.15 -1.53
O -0.20 -2.80 -0.92
O -3.39 0.61 -0.82
O 1.50 -0.87 -3.50
N -5.44 3.39 -4.28
N 8.39 -2.47 -1.77
N -0.58 2.01 6.14
N 4.49 1.87 -5.85
N 5.31 -1.63 7.63
N -10.47 -7.00 -2.16
N 2.55 5.24 0.77
N -4.70 -3.20 -3.65
C -0.76 -3.90 -0.69
C 1.54 3.36 1.77
C 4.97 -1.19 5.10
C 2.13 3.94 0.63
C -5.94 -2.76 -4.01
C -6.97 -4.84 -3.10
C 4.51 -2.20 8.86
C 6.11 -3.81 8.40
C 0.13 2.40 -2.21
C 6.40 -2.11 -3.00
C -9.30 -7.66 -2.40
C 7.13 -2.87 -2.08
C 6.06 0.13 -4.30
C 4.00 -1.08 3.95
C 8.94 -1.37 -2.31
C -5.93 7.20 -4.98
C 5.77 -0.21 7.91
C -10.57 -5.68 -2.32
C -3.38 2.03 -4.37
C -0.52 3.83 4.57
C -8.20 -5.59 -2.89
C 6.52 -2.61 7.58
C 1.41 4.01 2.97
C -3.53 -2.32 -3.86
C -7.06 -3.57 -3.77
C -4.54 -4.40 -3.03
C 3.31 -3.13 -1.06
C -7.53 3.23 -2.65
C -9.29 3.38 -0.69
C 0.77 -1.13 2.07
C 4.64 -0.75 2.60
C 0.65 -1.41 -4.17
C -5.96 3.17 -2.80
C 1.25 2.20 4.56
C -5.64 -5.22 -2.68
C -5.88 5.94 -4.13
C 0.58 1.53 5.58
C -9.44 -4.96 -2.72
C 3.01 5.99 -0.39
C -2.77 -0.44 -0.49
C 5.84 1.81 -6.07
C 3.67 2.88 -6.70
C 2.47 5.91 1.95
C -3.90 3.50 -4.18
C 0.71 3.36 4.05
C 4.31 -1.76 6.41
C -1.24 1.25 7.22
C -5.59 2.14 -5.14
C -1.19 3.11 5.56
C 6.37 0.02 9.34
C 9.22 -3.34 -0.88
C 1.86 5.30 3.06
C 3.87 1.12 -4.94
C 6.16 1.43 9.86
C -11.70 -7.74 -1.78
C -4.53 1.14 -4.79
C 8.20 -0.49 -3.09
C 6.87 -0.81 -3.47
C 4.67 0.20 -4.20
C 6.64 0.96 -5.24
C 3.77 0.70 -0.76
C -6.01 4.68 -4.96
C -7.98 2.79 -1.24
C 5.33 -3.19 9.56
C -8.15 -6.98 -2.76
H 2.91 2.33 -7.26
H -0.53 4.07 -1.63
H 4.08 -0.42 -3.54
H -5.53 3.92 -2.13
H -6.68 5.97 -3.39
H 3.27 3.47 -5.87
H -2.95 1.64 -3.45
H -11.77 -8.73 -2.22
H 2.90 6.90 1.99
H 9.92 -1.08 -1.97
H -6.93 7.34 -5.39
H 3.17 -0.42 4.22
H -5.37 2.47 -6.15
H 5.49 -0.25 5.26
H 6.90 -2.82 6.58
H 7.69 0.97 -5.49
H 4.81 0.29 7.76
H 6.72 -3.73 -1.58
H 6.32 2.50 -6.75
H -3.69 4.14 -5.03
H 9.66 -2.66 -0.15
H -5.98 -1.81 -4.54
H -8.17 1.72 -1.28
H 6.82 -4.50 8.85
H -10.21 3.22 -1.26
H -1.63 0.30 6.85
H 2.19 3.43 -0.32
H 2.45 5.75 -1.29
H -2.61 -2.89 -3.80
H -4.99 5.88 -3.49
H 2.21 1.84 4.20
H -2.19 3.38 5.86
H 1.64 5.89 3.95
H -5.58 2.18 -2.54
H 5.37 -2.43 -3.10
H 0.92 0.56 5.92
H 6.50 0.15 7.19
H 2.92 7.06 -0.21
H 7.45 -0.13 9.32
H -12.59 -7.19 -2.08
H -7.87 4.22 -2.92
H -8.05 -3.24 -4.06
H 1.61 -1.38 -5.79
H 4.11 -1.33 1.84
H -4.28 0.54 -5.67
H 3.44 -2.00 3.80
H 5.38 -4.35 7.79
H -9.56 2.95 0.27
H 8.67 0.41 -3.45
H 2.80 1.23 -4.87
H 4.73 -3.94 10.07
H -11.58 -5.30 -2.26
H 7.35 -2.08 8.07
H -3.53 -1.56 -3.08
H -2.59 2.10 -5.12
H 5.69 -1.06 2.55
H -2.88 -2.33 -0.13
H -7.05 4.43 -5.20
H -1.93 1.83 7.83
H 5.81 -1.77 4.71
H -9.35 4.47 -0.61
H -5.16 7.25 -5.76
H -9.33 -8.73 -2.23
H 3.46 -1.18 6.77
H -9.50 -3.88 -2.81
H -8.01 2.60 -3.40
H 8.56 -4.01 -0.34
H 6.04 -0.74 10.04
H -7.20 -7.49 -2.81
H -0.40 0.84 7.78
H 5.06 1.56 -0.38
H 4.59 -1.80 -0.72
H 6.62 1.59 10.84
H 6.68 2.14 9.21
H 3.97 -2.79 6.24
H 4.04 5.65 -0.51
H -3.50 -1.85 -4.84
H -3.52 -4.56 -2.70
H -6.60 1.74 -5.01
H -7.15 2.97 -0.55
H -3.49 4.06 -3.34
H -5.51 4.81 -5.92
H 0.87 -4.55 -0.60
H 5.12 1.72 9.78
H 4.57 0.31 2.35
H -11.67 -7.83 -0.69
H 4.22 3.49 -7.41
H 3.56 -2.61 8.53
H 1.10 2.38 1.70
H -5.84 8.09 -4.35
H -0.97 4.73 4.19
H -4.96 0.51 -4.01
H 4.15 -1.34 9.42
H 5.95 -2.89 10.41
H 9.88 -3.84 -1.59
H 1.32 -2.39 3.26
H -5.49 -6.18 -2.22

No. 5
43
Properties=species:S:1:pos:R:3 method="wB97M-V/def2-TZVPD" total_charge=+2 e_lumo_ev="-7.18 / -6.94" multiplicity=4 s_squared=3.757 orbital_gap_ev="6.82 / 7.05"
Nd 0.54 -1.03 -1.40
Se 0.64 1.08 0.51
Cl 3.00 -0.29 -1.39
Cl 1.48 -2.99 -3.44
P -0.21 1.46 -2.77
O -1.07 -2.47 -3.50
O -2.98 0.43 -1.38
N 1.70 -0.24 2.92
N -0.25 0.64 3.26
C -1.58 2.68 -2.74
C 1.43 -1.35 6.48
C -0.57 -0.12 5.72
C 0.10 -0.01 4.47
C -1.42 1.51 3.12
C -0.38 -4.21 -5.11
C 1.12 2.67 -2.94
C -0.21 -3.18 -4.01
C 1.37 -0.54 4.25
C 0.70 0.43 2.29
C -1.95 0.02 -1.74
C -0.39 0.77 -4.42
C 0.11 -0.84 6.73
C 2.11 -1.18 5.25
H -1.12 2.55 2.91
H 1.93 -1.90 7.26
H -2.12 1.19 2.35
H -1.38 0.34 -4.58
H 0.16 -5.15 -4.84
H 0.38 0.02 -4.60
H -1.92 1.50 4.10
H 2.07 2.15 -2.97
H 0.06 -3.85 -6.08
H 2.56 -0.46 2.44
H -0.24 1.61 -5.11
H -0.32 -1.04 7.71
H -1.33 3.43 -3.52
H 0.93 3.19 -3.90
H -1.45 -4.45 -5.28
H -2.55 2.23 -2.97
H -1.58 0.35 5.85
H 1.09 3.39 -2.13
H -1.60 3.18 -1.76
H 3.14 -1.49 4.99

No. 6
13
Properties=species:S:1:pos:R:3 method="wB97M-V/def2-TZVPD" total_charge=+1 e_lumo_ev="-5.31 / -5.34" multiplicity=2 s_squared=0.757 orbital_gap_ev="8.08 / 8.01"
Ca -0.63 -1.68 -0.34
O -0.76 0.03 -1.25
O -0.78 2.25 -1.00
O -0.03 -0.41 1.22
C -0.11 0.97 0.86
C 0.30 -0.65 2.59
C -0.37 1.12 -0.65
H 0.85 1.45 1.09
H -0.51 -0.27 3.23
H 0.40 -1.74 2.71
H 1.25 -0.16 2.83
H -0.91 1.45 1.44
H 1.51 1.40 -1.40